Entry 1:
Here is 6 unconnected molecules or ions with the total composition C5H22N2O5 in a non-equilibrium geometry from the OMol25 dataset. Energies are from ωB97M-V/def2-TZVPD.

Cartesian coordinates (Å):
C  0.19  -2.46  1.70
C  -0.80  -2.29  0.58
C  -0.38  -1.43  -0.63
C  -0.70  -0.16  -0.84
N  -0.39  0.61  -2.00
C  -1.13  1.57  -2.42
N  1.62  -2.64  1.25
H  0.16  -1.73  2.49
H  -0.15  -3.32  2.30
H  -1.15  -3.23  0.16
H  -1.67  -1.79  1.04
H  -0.14  -2.02  -1.52
H  -1.01  0.49  -0.01
H  0.51  0.42  -2.49
H  -0.84  2.29  -3.18
H  -2.09  1.90  -2.06
H  2.31  -2.19  1.86
H  1.85  -3.63  1.18
H  1.74  -2.17  0.36
H  -4.22  2.32  0.47
H  -4.44  2.12  -0.94
O  -3.78  2.51  -0.37
H  2.32  -0.05  -1.56
H  3.03  0.27  -2.97
O  2.22  0.00  -2.53
H  1.98  0.52  1.52
H  3.45  0.17  1.31
O  2.56  -0.23  1.26
H  0.28  0.62  3.46
H  0.36  1.64  2.26
O  0.36  0.73  2.51
H  0.08  4.01  -0.79
H  -1.51  3.75  -0.60
O  -0.63  3.39  -0.78

The orbital gap is 10.35 eV. The value obtained for the HOMO energy is -0.6297 Eh. As for the energy above the lowest of the compared OMol25 structures with the same formula, charge and spin: 98.7 kJ/mol. The net charge is +2. The LUMO energy is -6.78 eV.

Atomic partial charges in e from the Löwdin method, atoms 1 to 4:
1. C -0.14
2. C -0.13
3. C -0.06
4. C -0.07


Entry 2:
Here is a molecular structure, C5H6O2 from the OMol25 dataset. Energies are from ωB97M-V/def2-TZVPD.

Cartesian coordinates (Å):
C  0.49  1.18  1.20
O  -0.38  1.48  -0.28
C  -0.76  0.21  -0.85
C  0.33  -0.82  -1.03
O  1.47  -0.43  -0.32
C  0.64  -0.26  0.90
C  -0.57  -0.88  0.15
H  -0.30  1.37  1.93
H  0.53  1.76  -0.53
H  -1.61  0.25  -1.51
H  0.44  -1.45  -1.91
H  1.05  -0.83  1.74
H  -1.32  -1.58  0.51

The orbital gap is 8.87 eV. The value obtained for the HOMO energy is -0.2940 Eh. As for the energy above the lowest of the compared OMol25 structures with the same formula, charge and spin: 582.5 kJ/mol. The LUMO energy is 0.87 eV.

Atomic partial charges in e from the Löwdin method, atoms 1 to 4:
1. C 0.05
2. O -0.04
3. C -0.17
4. C -0.20


Entry 3:
Here is a molecular structure, C19H26BCrN7 in a non-equilibrium geometry from the OMol25 dataset. Energies are from ωB97M-V/def2-TZVPD.

Cartesian coordinates (Å):
C  2.51  -0.20  -0.75
N  1.23  -0.08  -1.17
N  1.24  0.31  -2.50
C  2.51  0.38  -2.90
C  3.35  0.08  -1.83
B  -0.05  0.60  -3.31
N  -0.93  -0.70  -3.19
N  -1.15  -1.30  -1.96
C  -1.87  -2.45  -2.16
C  -2.05  -2.60  -3.53
C  -1.44  -1.50  -4.14
Cr  -0.35  -0.83  -0.31
N  -0.72  2.00  -2.86
N  -1.07  2.11  -1.54
C  -1.49  3.33  -1.29
C  -1.43  4.08  -2.48
C  -0.93  3.20  -3.45
H  -1.81  3.63  -0.30
H  -0.72  3.38  -4.47
H  -1.73  5.09  -2.58
H  0.23  0.76  -4.47
H  -1.31  -1.30  -5.19
H  2.72  0.60  -3.93
H  -2.56  -3.42  -4.01
H  4.42  0.05  -1.83
H  -2.24  -3.06  -1.35
H  2.76  -0.46  0.27
H  -2.82  0.18  0.01
C  -1.88  -0.02  0.56
H  -1.78  -1.15  0.63
H  -1.01  0.60  0.01
H  -1.91  0.36  1.58
C  -0.71  2.31  2.74
N  -0.11  1.04  3.12
C  -0.20  0.67  4.50
C  1.06  0.54  2.42
C  1.15  -0.98  2.37
C  1.80  -1.75  3.36
C  1.79  -3.15  3.33
C  1.14  -3.80  2.28
C  0.52  -3.04  1.27
C  0.55  -1.65  1.31
H  -1.66  2.15  2.21
H  -0.08  2.92  2.08
H  -0.95  2.89  3.65
H  -0.72  -0.30  4.60
H  0.79  0.56  4.96
H  -0.78  1.43  5.05
H  1.00  0.94  1.38
H  1.96  0.97  2.89
H  2.34  -1.26  4.18
H  2.29  -3.75  4.10
H  1.10  -4.89  2.25
H  -0.01  -3.51  0.44

The orbital gap (alpha / beta) is 6.12 / 4.39 eV. The expectation value of S² is 6.0451. The value obtained for the HOMO energy (alpha / beta) is -0.5140 / -0.5138 Eh. The net charge is +2. The LUMO energy (alpha / beta) is -7.87 / -9.60 eV. As for the multiplicity: 5.

Atomic partial charges in e from the Löwdin method, atoms 1 to 4:
1. C -0.07
2. N -0.07
3. N 0.01
4. C 0.00


Entry 4:
Here is a molecular structure, C45H56BCl2N7O4Y in a non-equilibrium geometry from the OMol25 dataset. Energies are from ωB97M-V/def2-TZVPD.

Cartesian coordinates (Å):
Y  -0.20  0.44  0.33
C  5.32  0.33  1.50
C  4.31  0.15  0.42
C  4.55  -0.06  -0.92
C  3.29  -0.18  -1.52
N  2.33  -0.01  -0.61
N  2.98  0.16  0.60
B  2.30  0.19  1.99
N  1.36  -1.06  2.14
N  0.71  -1.59  1.04
C  0.42  -2.86  1.32
C  0.80  -3.15  2.64
C  1.39  -2.00  3.11
C  2.02  -1.78  4.45
C  0.00  -3.88  0.28
C  -1.32  -4.57  0.64
C  -0.05  -3.29  -1.12
C  1.11  -4.96  0.28
N  1.64  1.56  2.28
N  0.81  2.24  1.41
C  0.53  3.42  2.00
C  1.17  3.49  3.23
C  1.87  2.32  3.37
C  2.74  1.92  4.52
C  -0.41  4.47  1.45
C  -1.80  4.19  2.03
C  0.06  5.86  1.91
C  -0.46  4.49  -0.07
C  3.14  -0.62  -2.96
C  1.70  -0.73  -3.46
C  3.90  0.34  -3.89
C  3.77  -2.03  -3.06
H  6.31  0.36  1.06
H  5.28  -0.48  2.22
H  5.16  1.26  2.04
H  5.51  -0.15  -1.39
H  3.14  0.06  2.82
H  0.71  -4.08  3.16
H  1.97  -2.70  5.03
H  1.48  -1.01  5.00
H  3.06  -1.48  4.36
H  -2.17  -3.91  0.50
H  -1.32  -4.91  1.68
H  -1.46  -5.44  0.00
H  -0.82  -2.52  -1.22
H  -0.27  -4.07  -1.84
H  0.92  -2.86  -1.37
H  1.16  -5.48  1.23
H  2.09  -4.50  0.10
H  0.91  -5.69  -0.50
H  1.14  4.30  3.94
H  2.67  2.68  5.29
H  3.78  1.83  4.22
H  2.43  0.97  4.95
H  -1.79  4.22  3.12
H  -2.15  3.20  1.73
H  -2.51  4.93  1.67
H  0.07  5.96  2.99
H  -0.61  6.61  1.51
H  1.07  6.07  1.54
H  -0.81  3.55  -0.49
H  0.52  4.72  -0.48
H  -1.15  5.27  -0.39
H  1.35  0.24  -3.81
H  1.04  -1.15  -2.70
H  1.66  -1.40  -4.33
H  3.47  1.34  -3.84
H  3.84  -0.01  -4.92
H  4.95  0.41  -3.61
H  3.22  -2.74  -2.45
H  4.80  -2.03  -2.72
H  3.75  -2.37  -4.10
Cl  -4.33  -3.24  5.53
C  -3.41  -2.18  4.52
C  -2.54  -1.26  5.12
C  -1.79  -0.40  4.35
Cl  -0.74  0.75  5.10
C  -1.87  -0.41  2.93
O  -1.18  0.41  2.22
C  -2.75  -1.36  2.36
C  -2.85  -1.51  0.94
O  -2.09  -1.04  0.09
C  -3.53  -2.22  3.16
H  -2.45  -1.21  6.20
H  -3.70  -2.12  0.58
H  -4.20  -2.93  2.69
C  -3.49  3.75  -4.36
O  -2.65  2.70  -3.88
C  -1.42  3.03  -3.43
C  -0.88  4.31  -3.51
C  0.42  4.56  -3.11
C  1.20  3.54  -2.58
C  0.66  2.27  -2.46
C  -0.63  2.00  -2.89
N  -1.05  0.62  -2.91
C  -2.27  0.10  -2.85
C  -3.36  0.57  -2.12
C  -4.67  0.13  -2.46
C  -5.75  0.56  -1.76
C  -5.55  1.42  -0.65
C  -4.30  1.81  -0.25
C  -3.15  1.37  -0.95
O  -1.97  1.61  -0.50
H  -4.43  3.27  -4.62
H  -3.06  4.22  -5.25
H  -3.65  4.50  -3.59
H  -1.48  5.11  -3.92
H  0.82  5.56  -3.20
H  2.20  3.73  -2.24
H  1.26  1.48  -2.03
H  -0.35  0.02  -3.34
H  -2.38  -0.82  -3.42
H  -4.79  -0.54  -3.30
H  -6.74  0.24  -2.02
H  -6.41  1.76  -0.09
H  -4.15  2.43  0.63

The orbital gap is 6.87 eV. The value obtained for the HOMO energy is -0.3791 Eh. The net charge is +1. The LUMO energy is -3.44 eV.

Atomic partial charges in e from the Löwdin method, atoms 1 to 4:
1. Y 1.63
2. C -0.01
3. C -0.25
4. C 0.02


Entry 5:
Here is a molecular structure, C20H27N7S4SbSc from the OMol25 dataset. Energies are from ωB97M-V/def2-TZVPD.

Cartesian coordinates (Å):
Sc  0.26  0.28  -0.26
C  1.09  -2.37  1.69
C  0.68  -1.30  2.67
N  0.96  0.05  2.14
C  2.36  0.45  2.34
C  3.23  0.00  1.19
C  4.58  -0.24  1.36
C  5.32  -0.69  0.29
C  4.68  -0.92  -0.92
C  3.32  -0.64  -1.01
C  2.59  -0.86  -2.31
N  1.13  -1.04  -2.14
C  0.71  -2.44  -2.03
C  1.06  -2.99  -0.67
N  0.48  -2.13  0.37
N  2.61  -0.16  0.01
H  0.83  -3.35  2.09
H  2.18  -2.36  1.55
H  1.20  -1.47  3.62
H  -0.39  -1.37  2.86
H  0.38  0.72  2.64
H  2.76  0.03  3.27
H  2.41  1.53  2.41
H  5.03  -0.08  2.33
H  6.38  -0.89  0.39
H  5.21  -1.31  -1.77
H  3.03  -1.71  -2.84
H  2.74  0.02  -2.93
H  0.72  -0.65  -2.98
H  1.16  -3.06  -2.81
H  -0.38  -2.47  -2.17
H  2.15  -2.98  -0.54
H  0.74  -4.03  -0.58
H  -0.51  -2.35  0.43
C  -3.20  1.28  3.55
N  -3.43  1.62  2.15
C  -4.03  2.79  1.71
C  -4.00  2.78  0.37
N  -3.34  1.61  0.01
C  -2.99  0.90  1.11
S  -2.20  -0.60  1.13
C  -3.15  1.16  -1.34
C  -4.26  1.20  -2.17
C  -4.11  0.83  -3.49
C  -2.85  0.45  -3.91
C  -1.82  0.44  -2.99
N  -1.94  0.77  -1.70
H  -3.97  1.73  4.16
H  -2.22  1.65  3.87
H  -3.23  0.20  3.66
H  -4.43  3.53  2.39
H  -4.35  3.49  -0.35
H  -5.22  1.51  -1.77
H  -4.95  0.84  -4.17
H  -2.66  0.16  -4.94
H  -0.83  0.21  -3.33
S  1.46  3.58  0.99
Sb  0.38  3.91  -1.18
S  1.09  2.06  -2.32
S  -0.46  2.70  0.85

The orbital gap (alpha / beta) is 5.01 / 7.87 eV. The expectation value of S² is 0.7515. The value obtained for the HOMO energy (alpha / beta) is -0.2735 / -0.3779 Eh. As for the energy above the lowest of the compared OMol25 structures with the same formula, charge and spin: 0.0 kJ/mol. The net charge is +1. The LUMO energy (alpha / beta) is -2.43 / -2.42 eV. As for the multiplicity: 2.

Atomic partial charges in e from the Löwdin method, atoms 1 to 4:
1. Sc 0.36
2. C -0.18
3. C -0.21
4. N -0.12


Entry 6:
Here is a single C2H3ClNOP molecule in a non-equilibrium geometry from the OMol25 dataset. Energies are from ωB97M-V/def2-TZVPD.

Cartesian coordinates (Å):
C  1.16  1.04  0.40
C  -1.22  -0.12  -0.04
N  1.37  2.16  0.60
O  0.94  -0.60  -1.64
P  0.59  -0.45  -0.26
Cl  1.50  -1.91  0.83
H  -1.88  -0.93  -0.44
H  -1.33  0.00  1.07
H  -1.14  0.81  -0.52

The orbital gap is 11.75 eV. The value obtained for the HOMO energy is -0.4194 Eh. As for the energy above the lowest of the compared OMol25 structures with the same formula, charge and spin: 26.4 kJ/mol. The SMILES is C[P@](=O)(Cl)C#N. The LUMO energy is 0.34 eV.

Atomic partial charges in e from the Löwdin method, atoms 1 to 4:
1. C -0.34
2. C -0.16
3. N 0.15
4. O -0.35


Number 1: calculated total energy -688.81022 Eh. Number 2: calculated total energy -344.38004 Eh. Number 3: calculated total energy -2191.54630 Eh. Number 4: calculated total energy -3416.27982 Eh. Number 5: calculated total energy -3755.35353 Eh. Number 6: calculated total energy -1009.57527 Eh.